(1)
8
Properties=species:S:1:pos:R:3:forces:R:3:mulliken_charge:R:1 method="wB97M-V/def2-TZVPD" total_charge=0 e_tot_ha=-792.45740 lumo_ha="0.0036 / -0.0577" relative_energy_kj_mol=267.56 max_force_ha_per_bohr=0.07195 orbital_gap_ev="9.760 / 6.682"
C -0.178 0.120 -0.403 0.508 -1.355 -0.008 0.227
N -2.681 -1.914 -0.596 0.547 -0.490 -0.475 0.194
O -1.034 1.051 -0.705 -2.883 1.667 1.612 -0.335
O -3.484 -1.550 0.101 -0.435 -1.545 0.629 -0.086
O -3.533 0.493 -0.124 0.478 2.532 0.346 -0.344
O -0.157 -0.660 0.508 -0.175 0.447 0.078 -0.471
S -2.427 1.279 0.487 0.623 -0.826 -1.655 0.455
H 0.480 0.142 -1.246 1.337 -0.430 -0.527 0.359



(2)
69
Properties=species:S:1:pos:R:3:forces:R:3:mulliken_charge:R:1 method="wB97M-V/def2-TZVPD" total_charge=0 e_tot_ha=-3053.88418 lumo_ha="0.0099 / 0.0004" relative_energy_kj_mol=0.00 multiplicity=3 max_force_ha_per_bohr=0.01648 orbital_gap_ev="7.738 / 7.822" s_squared=2.01
V -0.379 -0.042 0.462 0.716 -0.031 -0.452 0.356
O 0.370 -1.709 1.009 0.339 -0.063 0.032 -1.079
C 1.361 -1.900 1.860 -0.396 0.104 -0.011 0.671
C 2.217 -2.998 1.689 0.092 -0.021 0.018 -0.457
C 3.275 -3.204 2.543 0.012 0.007 0.031 -0.380
C 3.516 -2.347 3.626 -0.032 -0.013 -0.038 -0.821
C 2.657 -1.295 3.837 0.025 -0.051 -0.007 -0.594
C 1.581 -1.053 2.969 -0.096 0.262 0.181 0.351
C 0.636 -0.003 3.310 0.136 -0.261 -0.031 -0.277
N -0.275 0.402 2.518 -0.278 0.358 0.035 0.471
C -1.338 1.301 2.980 0.147 -0.118 -0.042 -1.055
C -1.896 2.057 1.777 -0.070 -0.167 -0.175 -0.385
N -2.015 1.112 0.662 -0.273 -0.019 0.517 0.244
C -3.055 1.076 -0.087 0.002 -0.047 -0.305 0.007
C -3.240 0.186 -1.211 -0.096 0.166 0.245 0.729
C -4.522 0.160 -1.792 -0.033 -0.012 -0.055 -0.697
C -4.830 -0.699 -2.816 0.050 -0.012 0.014 -0.839
C -3.831 -1.565 -3.286 -0.017 -0.004 -0.034 -0.373
C -2.564 -1.551 -2.758 -0.019 0.085 -0.069 -0.792
C -2.217 -0.666 -1.714 0.096 0.135 0.107 0.488
O -0.992 -0.655 -1.265 -0.353 -0.155 -0.100 -0.369
H 2.037 -3.650 0.845 -0.006 0.004 -0.004 0.439
H 3.935 -4.046 2.372 0.002 -0.001 0.005 0.391
H 4.351 -2.522 4.290 0.003 -0.002 0.002 0.421
H 2.799 -0.635 4.686 -0.001 -0.003 0.003 0.358
H 0.691 0.402 4.326 0.019 -0.004 -0.003 0.304
H -0.975 1.987 3.749 -0.032 0.028 0.002 0.494
H -2.129 0.682 3.413 -0.009 0.011 0.029 0.332
H -1.197 2.838 1.480 0.007 0.040 -0.083 -0.244
H -2.862 2.517 2.003 0.019 0.023 0.054 0.532
H -3.879 1.761 0.128 -0.003 0.003 -0.019 0.192
H -5.277 0.834 -1.403 0.002 -0.004 0.003 0.368
H -5.821 -0.714 -3.248 -0.003 -0.001 -0.004 0.409
H -4.062 -2.259 -4.085 0.004 0.004 -0.005 0.387
H -1.789 -2.208 -3.130 0.000 -0.012 0.009 0.442
C 2.367 2.734 -1.910 0.165 -0.001 -0.119 -1.149
Si 1.194 2.859 -0.475 -0.270 -0.386 0.029 0.270
C 1.996 3.786 0.926 0.068 0.091 0.142 -1.179
C -0.337 3.788 -1.060 -0.151 -0.005 -0.022 0.283
C -1.143 3.186 -2.035 -0.017 0.001 0.051 -0.264
C -2.324 3.775 -2.463 0.000 -0.011 0.013 -0.635
C -2.732 4.986 -1.917 -0.012 0.016 -0.003 -0.523
C -1.951 5.604 -0.951 0.026 -0.034 -0.007 -0.623
C -0.766 5.007 -0.533 0.022 0.018 -0.003 -0.103
H 2.534 3.719 -2.355 0.012 -0.002 -0.007 0.496
H 1.958 2.077 -2.681 -0.006 0.003 -0.003 0.244
H 3.330 2.323 -1.600 -0.019 -0.016 -0.006 0.156
H 2.461 4.718 0.596 -0.007 0.004 0.002 0.427
H 2.775 3.159 1.367 0.009 0.014 -0.003 0.309
H 1.280 4.029 1.717 0.005 -0.011 0.010 0.276
H -0.854 2.227 -2.452 0.011 -0.009 0.005 0.268
H -2.931 3.286 -3.215 -0.001 -0.002 0.000 0.415
H -3.653 5.449 -2.248 -0.002 -0.004 0.002 0.392
H -2.263 6.549 -0.524 0.004 0.004 -0.002 0.403
H -0.168 5.505 0.223 0.001 -0.003 0.006 0.377
O 0.690 1.397 0.019 0.168 0.126 0.071 0.163
S 3.243 -0.716 -0.859 -0.001 -0.061 0.050 0.105
C 5.035 -0.387 -0.878 0.024 -0.012 -0.058 -0.745
C 5.558 -0.981 -2.183 -0.001 0.023 0.013 -0.543
C 4.483 -0.707 -3.231 -0.019 -0.023 -0.003 -0.558
C 3.166 -1.178 -2.622 0.037 0.044 0.010 -0.726
H 5.491 -0.835 0.003 0.009 -0.005 -0.011 0.325
H 5.209 0.691 -0.849 -0.002 -0.001 0.013 0.277
H 5.692 -2.059 -2.069 0.001 -0.003 0.002 0.252
H 6.522 -0.548 -2.458 0.001 -0.008 0.000 0.340
H 4.687 -1.216 -4.175 0.003 0.009 -0.004 0.357
H 4.432 0.367 -3.430 -0.007 0.003 -0.003 0.230
H 3.059 -2.260 -2.708 -0.012 0.002 -0.007 0.394
H 2.295 -0.706 -3.072 0.003 0.008 -0.007 0.263



(3)
11
Properties=species:S:1:pos:R:3:forces:R:3:mulliken_charge:R:1 method="wB97M-V/def2-TZVPD" total_charge=0 e_tot_ha=-281.50049 smiles="[H]/N=C/[C@H]1N=C1N" lumo_ha=0.0290 relative_energy_kj_mol=235.14 max_force_ha_per_bohr=0.02613 orbital_gap_ev=10.082
N -2.075 -0.282 0.654 0.161 -0.325 -0.032 -0.438
C -0.963 -0.378 -0.114 0.056 0.315 -0.556 0.221
N -0.338 -0.972 -1.038 -1.291 -0.060 0.366 -0.543
N 1.968 -0.731 0.461 0.124 0.717 -0.165 -0.556
C 1.528 0.358 -0.026 -0.228 -0.126 -0.188 -0.133
C 0.146 0.394 -0.603 0.304 0.611 0.295 0.018
H -2.395 0.653 0.889 0.312 -0.437 -0.065 0.256
H -2.804 -0.959 0.478 0.057 0.048 0.050 0.257
H 2.956 -0.639 0.685 0.020 0.023 0.194 0.243
H 2.116 1.281 -0.188 -0.048 -0.396 0.232 0.334
H -0.138 1.276 -1.200 0.533 -0.370 -0.131 0.341